Density functional theory data (ωB97M-V with the def2-TZVPD basis set) for 13 unconnected molecules or ions with the total composition C75H169N10O11 at a distorted geometry.

Last columns: bonded neighbours and bond lengths (Å).
CARTESIAN COORDINATES (ANGSTROEM)
1 O 12.33400 17.16457 26.58802  C72 1.419, C84 1.426
2 O 10.58975 14.59469 20.39397  C54 1.177
3 O 19.91352 18.40707 19.12109  C76 1.175
4 O 13.18427 21.76419 25.46815  C58 1.321
5 O 10.54784 19.67707 18.31146  C41 1.264
6 O 16.81835 16.50435 25.51291  C29 1.278
7 O 12.55846 23.79664 26.29864  C58 1.224
8 O 11.17363 20.88876 20.16361  C41 1.281
9 O 17.40663 18.17274 24.11803  C29 1.217
10 O 13.85020 16.80332 22.31588  C64 1.426, C95 1.451
11 O 15.37466 11.50405 20.37163  C28 1.175
12 N 19.06596 21.74939 25.10766  C34 1.511, C70 1.519, C77 1.473, C92 1.520
13 N 8.62564 14.28175 19.15580  C42 1.466, C54 1.671, H195 1.039, H264 1.025
14 N 8.20814 22.68106 25.02869  C50 1.523, C60 1.528, C74 1.530, C87 1.482
15 N 19.19235 16.72017 29.09638  C37 1.546, C38 1.562, C52 1.469, C55 1.543
16 N 17.32482 12.18122 19.24921  C28 1.643, C75 1.504, H183 1.029, H262 1.031
17 N 16.64972 12.51132 24.98508  C27 1.499, C35 1.483, C39 1.506, C66 1.553
18 N 4.45446 12.49612 23.83474  C51 1.559, C79 1.535, C80 1.531, C94 1.465
19 N 14.35823 17.94321 24.90938  C48 1.519, C61 1.478, H132 1.028, H221 1.034
20 N 18.48116 16.83245 20.03585  C43 1.503, C76 1.603, H198 1.023, H250 1.030
21 N 7.79964 16.83343 30.64286  C30 1.515, C46 1.529, C86 1.494, C91 1.511
22 C 8.55231 20.16753 25.17339  C60 1.487, C89 1.585, H140 1.089, H159 1.090
23 C 7.36907 16.13996 28.38930  C46 1.495, C68 1.523, H145 1.084, H149 1.086
24 C 21.01781 23.01878 21.23441  C32 1.536, H97 1.100, H238 1.095, H242 1.082
25 C 9.74698 18.52183 31.09531  C57 1.484, C91 1.491, H141 1.099, H166 1.090
26 C 8.56923 14.75428 24.79637  C71 1.513, H201 1.093, H209 1.089, H213 1.088
27 C 15.49835 13.02629 24.17448  N17 1.499, C83 1.560, H148 1.093, H223 1.093
28 C 15.96246 12.48828 20.11442  O11 1.175, N16 1.643, C81 1.450
29 C 17.59969 17.13514 24.72318  O6 1.278, O9 1.217, C53 1.566
30 C 8.08126 16.17765 31.97875  N21 1.515, H136 1.086, H205 1.093, H219 1.084
31 C 18.41898 23.70194 26.48735  C70 1.538, C90 1.561, H160 1.082, H253 1.082
32 C 21.30183 21.64386 21.85663  C24 1.536, C33 1.558, H130 1.088, H237 1.097
33 C 20.90377 21.45733 23.35157  C32 1.558, C34 1.539, H144 1.098, H227 1.090
34 C 19.39663 21.46540 23.66082  N12 1.511, C33 1.539, H106 1.080, H151 1.088
35 C 17.92539 12.83959 24.30358  N17 1.483, C67 1.545, H235 1.087, H236 1.089
36 C 20.52839 17.79504 21.34137  C76 1.450, H137 1.098, H215 1.095, H216 1.082
37 C 19.62462 17.81536 28.09506  N15 1.546, C63 1.539, H103 1.081, H118 1.087
38 C 20.48848 16.46295 29.92857  N15 1.562, C85 1.518, H107 1.088, H191 1.081
39 C 16.55051 13.08514 26.37410  N17 1.506, H157 1.096, H172 1.093, H194 1.087
40 C 2.12905 11.82047 23.73161  C51 1.523, C69 1.571, H134 1.092, H228 1.092
41 C 11.37941 20.24566 19.07556  O5 1.264, O8 1.281, C44 1.584
42 C 8.34291 13.11281 19.99431  N13 1.466, H111 1.088, H164 1.086, H249 1.084
43 C 17.25139 17.38052 20.70332  N20 1.503, H177 1.089, H203 1.090, H241 1.083
44 C 12.92006 20.16896 18.71363  C41 1.584, H153 1.084, H206 1.086, H229 1.105
45 C 7.36417 24.84789 24.24631  C50 1.557, C88 1.534, H231 1.086, H259 1.090
46 C 8.39248 16.04451 29.47435  N21 1.529, C23 1.495, H115 1.084, H163 1.086
47 C 6.56938 13.86815 23.43277  C71 1.579, C80 1.477, H98 1.091, H240 1.094
48 C 14.30259 18.46468 26.33518  N19 1.519, C84 1.518, H182 1.090, H199 1.097
49 C 10.20242 20.55233 29.60310  C57 1.567, H119 1.091, H202 1.092, H208 1.092
50 C 8.58693 23.88586 24.17786  N14 1.523, C45 1.557, H113 1.088, H175 1.089
51 C 3.11293 12.56084 24.62723  N18 1.559, C40 1.523, H108 1.091, H257 1.082
52 C 18.67463 15.49690 28.46861  N15 1.469, H114 1.091, H158 1.085, H248 1.091
53 C 18.98519 16.45392 24.45983  C29 1.566, H156 1.093, H211 1.100, H230 1.089
54 C 10.02159 15.12772 19.51148  O2 1.177, N13 1.671, C96 1.430
55 C 18.10474 17.28343 30.03474  N15 1.543, C73 1.514, H105 1.082, H117 1.082
56 C 15.64793 18.00163 30.30412  C73 1.528, C78 1.493, H100 1.091, H226 1.089
57 C 10.16631 19.94471 31.04668  C25 1.484, C49 1.567, H138 1.084, H150 1.086
58 C 13.01714 22.66846 26.41665  O4 1.321, O7 1.224, C59 1.545
59 C 13.57296 22.24819 27.79591  C58 1.545, H121 1.088, H190 1.093, H193 1.096
60 C 9.01602 21.45764 24.59804  N14 1.528, C22 1.487, H116 1.084, H142 1.090
61 C 13.88430 18.80263 23.80408  N19 1.478, C95 1.552, H210 1.086, H263 1.088
62 C 12.96471 13.39192 23.72183  C82 1.498, C83 1.577, H212 1.092, H252 1.088
63 C 21.15021 17.96175 28.23330  C37 1.539, C85 1.530, H120 1.085, H128 1.082
64 C 12.47017 16.55327 22.05674  O10 1.426, H129 1.091, H147 1.085, H171 1.093
65 C 9.34429 18.70304 23.21902  C89 1.505, H109 1.092, H135 1.091, H165 1.096
66 C 16.62571 10.95894 25.03082  N17 1.553, C93 1.534, H170 1.088, H261 1.090
67 C 18.42138 11.59453 23.53585  C35 1.545, C93 1.517, H131 1.096, H204 1.092
68 C 6.04911 15.96784 29.13003  C23 1.523, C86 1.580, H180 1.085, H189 1.081
69 C 2.45386 12.44121 22.32599  C40 1.571, C79 1.550, H123 1.094, H214 1.090
70 C 19.46384 23.16364 25.49466  N12 1.519, C31 1.538, H207 1.080, H251 1.090
71 C 7.45505 15.11177 23.83666  C26 1.513, C47 1.579, H168 1.084, H200 1.088
72 C 11.14830 16.80256 27.27789  O1 1.419, H162 1.089, H184 1.093, H246 1.096
73 C 16.75796 17.50535 29.37936  C55 1.514, C56 1.528, H102 1.086, H173 1.097
74 C 6.70730 22.52926 24.77204  N14 1.530, C88 1.583, H174 1.088, H186 1.089
75 C 17.61908 10.74985 18.89137  N16 1.504, H233 1.085, H234 1.088, H265 1.093
76 C 19.75917 17.79667 20.11275  O3 1.175, N20 1.603, C36 1.450
77 C 19.73337 20.77522 25.98857  N12 1.473, H169 1.093, H197 1.085, H244 1.094
78 C 15.68343 19.42835 30.74332  C56 1.493, H104 1.091, H122 1.092, H125 1.084
79 C 3.96018 12.79700 22.41283  N18 1.535, C69 1.550, H192 1.082, H247 1.082
80 C 5.36848 13.64745 24.26330  N18 1.531, C47 1.477, H161 1.094, H232 1.096
81 C 15.76540 13.88577 20.44882  C28 1.450, H127 1.091, H245 1.084, H255 1.093
82 C 12.48577 12.46235 22.64877  C62 1.498, H185 1.089, H196 1.079, H254 1.087
83 C 14.05049 12.84345 24.72486  C27 1.560, C62 1.577, H167 1.089, H258 1.086
84 C 12.87715 18.45500 26.85825  O1 1.426, C48 1.518, H154 1.088, H187 1.086
85 C 21.30221 17.72995 29.73784  C38 1.518, C63 1.530, H217 1.091, H256 1.087
86 C 6.32046 16.81507 30.43605  N21 1.494, C68 1.580, H146 1.082, H225 1.084
87 C 8.47808 22.99407 26.45196  N14 1.482, H239 1.089, H243 1.087, H260 1.085
88 C 6.14373 23.91810 24.26233  C45 1.534, C74 1.583, H126 1.094, H181 1.083
89 C 9.38220 18.89862 24.71092  C22 1.585, C65 1.505, H99 1.093, H133 1.085
90 C 17.39949 22.53884 26.69891  C31 1.561, C92 1.554, H152 1.092, H218 1.088
91 C 8.33906 18.24419 30.69040  N21 1.511, C25 1.491, H155 1.095, H179 1.096
92 C 17.57155 21.72402 25.38659  N12 1.520, C90 1.554, H101 1.095, H178 1.093
93 C 17.38713 10.51081 23.77633  C66 1.534, C67 1.517, H112 1.094, H139 1.091
94 C 5.09529 11.17984 23.89779  N18 1.465, H110 1.084, H143 1.078, H222 1.089
95 C 14.24104 18.19683 22.41996  O10 1.451, C61 1.552, H176 1.082, H224 1.088
96 C 10.27348 16.30371 18.73832  C54 1.430, H124 1.092, H188 1.088, H220 1.092
97 H 19.93677 23.19119 21.33837  C24 1.100
98 H 7.09910 12.91476 23.45954  C47 1.091
99 H 10.39252 19.02512 25.10843  C89 1.093
100 H 15.69257 17.35876 31.18489  C56 1.091
101 H 17.04393 22.17078 24.53750  C92 1.095
102 H 16.36215 16.60899 28.91182  C73 1.086
103 H 19.29786 17.27671 27.21622  C37 1.081
104 H 16.55690 19.73469 31.32059  C78 1.091
105 H 17.91958 16.47496 30.73018  C55 1.082
106 H 18.99672 22.25060 23.03577  C34 1.080
107 H 20.93550 15.60712 29.42724  C38 1.088
108 H 2.78573 13.59468 24.74367  C51 1.091
109 H 8.38589 18.87400 22.72497  C65 1.092
110 H 4.37189 10.45003 23.55327  C94 1.084
111 H 9.02757 12.28917 19.80492  C42 1.088
112 H 16.67053 10.37795 22.96023  C93 1.094
113 H 9.54344 24.27836 24.51735  C50 1.088
114 H 18.40705 14.79927 29.26368  C52 1.091
115 H 9.33969 16.50802 29.22487  C46 1.084
116 H 8.94764 21.48869 23.51659  C60 1.084
117 H 18.49965 18.20316 30.44544  C55 1.082
118 H 18.98465 18.67067 28.29789  C37 1.087
119 H 10.66250 21.53384 29.48149  C49 1.091
120 H 21.38752 18.98439 27.95850  C63 1.085
121 H 13.41846 22.95405 28.60954  C59 1.088
122 H 15.80081 20.06205 29.86210  C78 1.092
123 H 2.19512 11.70944 21.55520  C69 1.094
124 H 10.82959 16.05899 17.83074  C96 1.092
125 H 14.85846 19.64487 31.41262  C78 1.084
126 H 5.90462 23.75008 23.20805  C88 1.094
127 H 14.67505 13.85560 20.41581  C81 1.091
128 H 21.76351 17.19471 27.77823  C63 1.082
129 H 12.16904 17.11982 21.17446  C64 1.091
130 H 20.81978 20.81243 21.34612  C32 1.088
131 H 18.51793 11.92208 22.49406  C67 1.096
132 H 13.78132 17.11506 24.71648  N19 1.028
133 H 8.75470 18.12147 25.13423  C89 1.085
134 H 2.18473 10.73354 23.82632  C40 1.092
135 H 10.06540 19.37621 22.75315  C65 1.091
136 H 7.64222 15.18576 32.02202  C30 1.086
137 H 20.94423 16.81624 21.61489  C36 1.098
138 H 9.48532 20.56458 31.61949  C57 1.084
139 H 17.69466 9.49041 24.00980  C93 1.091
140 H 8.55225 20.27247 26.25710  C22 1.089
141 H 10.50101 17.96023 30.52697  C25 1.099
142 H 10.04274 21.69299 24.88017  C60 1.090
143 H 6.02851 11.25953 23.36496  C94 1.078
144 H 21.27171 20.52041 23.78975  C33 1.098
145 H 7.49943 17.07252 27.85234  C23 1.084
146 H 5.99523 17.84688 30.40042  C86 1.082
147 H 12.37475 15.49136 21.85731  C64 1.085
148 H 15.53600 12.55026 23.19148  C27 1.093
149 H 7.56921 15.34102 27.68215  C23 1.086
150 H 11.14732 20.05868 31.49768  C57 1.086
151 H 18.98799 20.49526 23.38689  C34 1.088
152 H 17.69011 21.91509 27.54736  C90 1.092
153 H 13.10395 20.43504 17.67889  C44 1.084
154 H 12.86975 18.52173 27.94405  C84 1.088
155 H 7.67631 18.84743 31.31891  C91 1.095
156 H 19.41881 15.86746 25.27427  C53 1.093
157 H 16.58265 14.17542 26.27175  C39 1.096
158 H 19.52669 15.07092 27.95007  C52 1.085
159 H 7.52873 20.00551 24.83646  C22 1.090
160 H 18.76412 23.92020 27.48909  C31 1.082
161 H 4.77171 14.56208 24.32729  C80 1.094
162 H 10.90471 15.76072 27.07492  C72 1.089
163 H 8.52999 15.03153 29.84037  C46 1.086
164 H 7.33988 12.78719 19.73481  C42 1.086
165 H 9.68717 17.74967 22.80119  C65 1.096
166 H 9.95089 18.15596 32.10158  C25 1.090
167 H 13.85877 11.78601 24.90373  C83 1.089
168 H 6.83262 15.76287 24.44040  C71 1.084
169 H 19.47680 19.73968 25.75265  C77 1.093
170 H 17.16381 10.79503 25.96174  C66 1.088
171 H 11.80404 16.79590 22.88917  C64 1.093
172 H 17.46577 12.77805 26.88695  C39 1.093
173 H 16.81918 18.31554 28.64270  C73 1.097
174 H 6.38623 22.16990 25.74762  C74 1.088
175 H 8.66351 23.46965 23.17410  C50 1.089
176 H 15.31554 18.09169 22.34148  C95 1.082
177 H 16.63912 17.92000 19.98170  C43 1.089
178 H 17.26825 20.67683 25.30771  C92 1.093
179 H 8.26439 18.54034 29.63732  C91 1.096
180 H 5.80387 14.97630 29.49501  C68 1.085
181 H 5.32259 24.41106 24.76814  C88 1.083
182 H 14.88323 17.80019 26.97480  C48 1.090
183 H 18.05194 12.61568 19.83336  N16 1.029
184 H 10.35752 17.45918 26.90717  C72 1.093
185 H 12.21995 11.51269 23.11120  C82 1.089
186 H 6.52591 21.65214 24.15291  C74 1.089
187 H 12.23344 19.21672 26.42954  C84 1.086
188 H 10.87203 16.90352 19.42148  C96 1.088
189 H 5.20158 16.45823 28.67228  C68 1.081
190 H 13.09104 21.27469 27.92147  C59 1.093
191 H 20.13011 16.21174 30.91653  C38 1.081
192 H 4.08551 13.86573 22.29648  C79 1.082
193 H 14.64863 22.03673 27.81405  C59 1.096
194 H 15.68957 12.80532 26.97606  C39 1.087
195 H 8.69648 13.97766 18.16484  N13 1.039
196 H 11.60100 12.94772 22.26703  C82 1.079
197 H 19.50370 21.06476 27.00892  C77 1.085
198 H 18.73404 15.94154 20.47048  N20 1.023
199 H 14.67574 19.49668 26.33798  C48 1.097
200 H 7.98327 15.60982 23.02611  C71 1.088
201 H 8.23084 14.10458 25.60738  C26 1.093
202 H 10.76711 19.88930 28.94475  C49 1.092
203 H 17.57966 18.06625 21.48480  C43 1.090
204 H 19.41016 11.25987 23.85629  C67 1.092
205 H 7.54484 16.76652 32.72762  C30 1.093
206 H 13.45653 20.69278 19.49901  C44 1.086
207 H 20.41537 23.19640 26.00459  C70 1.080
208 H 9.20941 20.65790 29.16158  C49 1.092
209 H 9.12243 15.60727 25.18561  C26 1.089
210 H 12.81230 18.96977 23.85439  C61 1.086
211 H 18.95605 15.71931 23.64152  C53 1.100
212 H 12.14926 13.73547 24.36164  C62 1.092
213 H 9.19435 14.13787 24.15358  C26 1.088
214 H 1.76022 13.24517 22.07778  C69 1.090
215 H 19.86221 18.02104 22.18088  C36 1.095
216 H 21.39386 18.43882 21.25110  C36 1.082
217 H 20.93768 18.60420 30.27951  C85 1.091
218 H 16.35997 22.84003 26.80856  C90 1.088
219 H 9.12327 16.19955 32.27571  C30 1.084
220 H 9.46757 16.93183 18.35328  C96 1.092
221 H 15.35684 17.67729 24.94530  N19 1.034
222 H 5.45817 11.03870 24.91440  C94 1.089
223 H 15.78609 14.08038 24.14145  C27 1.093
224 H 13.70870 18.77504 21.66748  C95 1.088
225 H 5.90916 16.49289 31.38547  C86 1.084
226 H 14.73184 17.78843 29.75548  C56 1.089
227 H 21.43536 22.23541 23.90031  C33 1.090
228 H 1.09242 12.13057 23.87623  C40 1.092
229 H 13.23547 19.11536 18.60507  C44 1.105
230 H 19.74651 17.18196 24.18383  C53 1.089
231 H 7.40704 25.37033 25.19745  C45 1.086
232 H 5.76076 13.39630 25.25498  C80 1.096
233 H 17.74168 10.22626 19.83342  C75 1.085
234 H 16.78953 10.35599 18.30756  C75 1.088
235 H 18.66501 13.04117 25.07419  C35 1.087
236 H 17.70821 13.72948 23.71454  C35 1.089
237 H 22.38256 21.45943 21.87587  C32 1.097
238 H 21.46655 23.75897 21.90476  C24 1.095
239 H 7.93719 23.89367 26.74334  C87 1.089
240 H 6.22149 14.03155 22.40835  C47 1.094
241 H 16.60019 16.70902 21.24856  C43 1.083
242 H 21.25208 23.21571 20.19656  C24 1.082
243 H 9.56008 23.09361 26.48606  C87 1.087
244 H 20.82240 20.83018 25.90593  C77 1.094
245 H 16.22753 14.63521 19.81707  C81 1.084
246 H 11.22023 17.00338 28.35344  C72 1.096
247 H 4.62364 12.20209 21.79920  C79 1.082
248 H 17.82901 15.81414 27.85698  C52 1.091
249 H 8.57779 13.40317 21.01183  C42 1.084
250 H 18.22225 16.65360 19.05501  N20 1.030
251 H 19.44827 23.74351 24.57159  C70 1.090
252 H 13.37356 14.25448 23.20063  C62 1.088
253 H 17.81835 24.46442 26.00868  C31 1.082
254 H 13.23776 12.19322 21.91084  C82 1.087
255 H 15.98092 13.92845 21.51963  C81 1.093
256 H 22.31463 17.53347 30.07994  C85 1.087
257 H 3.32140 12.02643 25.54517  C51 1.082
258 H 13.94676 13.39205 25.65593  C83 1.086
259 H 7.26738 25.46949 23.35669  C45 1.090
260 H 8.19406 22.14856 27.07045  C87 1.085
261 H 15.63314 10.51969 25.12760  C66 1.090
262 H 17.16536 12.63084 18.33527  N16 1.031
263 H 14.44384 19.72175 23.96380  C61 1.088
264 H 7.85952 14.96126 19.10902  N13 1.025
265 H 18.49765 10.60480 18.25687  C75 1.093

Output
**Highest occupied orbital energy**: -0.61076 Ha
**E**: -4331.2525 hartree
**Total charge**: +7
**HOMO-LUMO gap**: 3.17 eV